{
  "formula": "C4H13NO2",
  "method": "ωB97M-V/def2-TZVPD",
  "spin_multiplicity": 1,
  "energy_ev": -9943.276,
  "homo_energy_ev": -8.30,
  "smiles": "CC/C=C/N.O.O",
  "lumo_energy_ev": 0.8706,
  "orbital_gap_ev": 9.17,
  "symbols": ["C", "C", "C", "C", "N", "H", "H", "H", "H", "H", "H", "H", "H", "H", "O", "H", "H", "O", "H", "H"],
  "xyz": [[-1.9355, -0.9260, -1.6069], [-1.8395, -0.6094, -0.1094], [-0.5057, -0.1399, 0.3322], [-0.2713, 0.8785, 1.1634], [0.9544, 1.4799, 1.4739], [-1.3966, -1.8645, -1.7412], [-2.9767, -1.0078, -1.9025], [-1.3998, -0.2060, -2.2269], [-2.1103, -1.5496, 0.4029], [-2.5847, 0.0569, 0.3432], [0.3662, -0.5392, -0.1755], [-1.1020, 1.4201, 1.6059], [0.9023, 2.1574, 2.2270], [1.7157, 0.8540, 1.6509], [1.8063, 1.1506, -1.5576], [0.8608, 1.3492, -1.5693], [2.0469, 1.6540, -0.7510], [2.5182, -1.3339, 1.2151], [2.3314, -0.6919, 0.5506], [2.6200, -2.1323, 0.6751]],
  "forces_ev_per_angstrom": [[0.5, 0.3, 0.6], [-0.7, -0.7, 1.1], [1.0, 0.7, -0.1], [-0.8, 0.2, -0.2], [0.2, 0.3, 0.1], [-0.3, -0.1, -0.3], [0.0, -0.1, -0.3], [-0.3, 0.2, 0.0], [0.3, 0.0, -0.1], [-0.1, 0.3, -0.7], [-0.1, -0.4, 0.0], [-0.2, -0.1, 0.0], [-0.1, -0.3, -0.2], [0.2, -0.4, 0.1], [0.0, 0.6, 0.9], [-0.1, -0.3, -0.3], [0.1, -0.4, -0.5], [0.3, -1.0, 0.3], [-0.2, 0.9, -0.9], [0.0, 0.1, 0.4]],
  "mulliken_charge": [-1.142, -0.450, -0.129, -0.250, -0.400, 0.285, 0.351, 0.298, 0.252, 0.372, 0.153, 0.260, 0.238, 0.209, -0.671, 0.324, 0.335, -0.632, 0.291, 0.305]
}

***

{
  "formula": "C2H4N2S",
  "method": "ωB97M-V/def2-TZVPD",
  "spin_multiplicity": 3,
  "energy_ev": -15948.963,
  "homo_energy_ev": [-7.20, -9.79],
  "lumo_energy_ev": [0.6610, -3.2707],
  "orbital_gap_ev": [7.86, 6.52],
  "symbols": ["C", "C", "N", "N", "S", "H", "H", "H", "H"],
  "xyz": [[0.1793, -0.8753, -1.5676], [0.0516, -2.0737, 0.4734], [0.4853, -0.4371, -2.5833], [-0.3030, -1.3855, -0.5100], [-0.8756, 3.0257, 0.4148], [-0.6623, -2.6133, 0.9528], [0.1356, 2.3438, 0.9979], [1.1521, -2.0383, 0.8722], [-0.1630, 4.0536, 0.9499]],
  "forces_ev_per_angstrom": [[-2.1, -2.2, 3.3], [4.7, -2.0, 3.9], [1.2, 1.7, -3.4], [0.1, 4.1, -4.6], [1.2, 0.4, 0.8], [-1.7, -1.7, 1.5], [-0.4, -0.6, -0.3], [-2.2, 0.1, -0.7], [-0.7, 0.2, -0.4]],
  "mulliken_charge": [0.455, -0.508, -0.363, -0.194, -0.275, 0.361, 0.129, 0.254, 0.142]
}

***

{
  "formula": "C6H9F",
  "method": "ωB97M-V/def2-TZVPD",
  "spin_multiplicity": 1,
  "energy_ev": -9081.821,
  "homo_energy_ev": -9.79,
  "smiles": "CC(C)C1(F)C=C1",
  "lumo_energy_ev": 1.0927,
  "orbital_gap_ev": 10.89,
  "symbols": ["C", "C", "C", "C", "F", "C", "C", "H", "H", "H", "H", "H", "H", "H", "H", "H"],
  "xyz": [[-0.3059, -1.6954, 0.3067], [0.2169, -0.4341, -0.3275], [-0.0680, -0.1753, -1.7842], [-0.2762, 0.9233, 0.5581], [-1.5583, 1.1231, 0.2302], [0.6385, 2.0289, 1.0007], [0.1137, 1.2962, 1.9440], [0.1855, -1.9005, 1.2425], [-0.1923, -2.5100, -0.3104], [-1.3075, -1.5456, 0.6786], [1.4201, -0.5235, -0.3950], [-1.1040, 0.2417, -1.9319], [0.1002, -1.0211, -2.4227], [0.5695, 0.5257, -2.2983], [1.4071, 2.5618, 0.5766], [0.1606, 1.1047, 2.9326]],
  "forces_ev_per_angstrom": [[-0.5, 2.0, 1.6], [3.1, 2.4, 1.0], [-2.1, 0.7, -0.7], [3.1, -2.2, 0.2], [-1.7, 0.8, -0.7], [-2.0, -2.4, -0.4], [0.4, 0.5, -3.4], [0.8, -0.1, 0.3], [-0.1, -2.0, -1.4], [-0.8, -0.2, -0.6], [-2.4, 0.5, 1.0], [0.8, -0.8, 0.0], [-0.4, -1.0, 0.0], [0.5, 0.8, 0.6], [1.3, 1.7, -0.4], [0.0, -0.8, 3.0]],
  "mulliken_charge": [-1.459, 0.680, -1.429, 0.516, -0.332, -0.548, -0.615, 0.358, 0.428, 0.343, 0.172, 0.291, 0.392, 0.372, 0.393, 0.439]
}

***

{
  "formula": "C11H27N2O5PTa",
  "method": "ωB97M-V/def2-TZVPD",
  "spin_multiplicity": 1,
  "total_charge": -1,
  "energy_ev": -35898.483,
  "homo_energy_ev": -4.80,
  "lumo_energy_ev": 2.3594,
  "orbital_gap_ev": 7.16,
  "symbols": ["C", "C", "C", "Ta", "C", "N", "C", "C", "O", "C", "C", "N", "C", "C", "C", "O", "P", "O", "O", "O", "H", "H", "H", "H", "H", "H", "H", "H", "H", "H", "H", "H", "H", "H", "H", "H", "H", "H", "H", "H", "H", "H", "H", "H", "H", "H", "H"],
  "xyz": [[-2.0506, -5.1467, 1.0705], [-2.4073, -4.0237, 0.4558], [-2.5707, -2.7864, -0.5483], [-0.7151, -1.3280, -0.5362], [1.1655, 0.0907, -0.5632], [-0.4594, -1.5197, 1.5659], [0.2148, -2.6891, 2.1369], [1.6814, -2.1907, 2.6944], [-2.0084, 0.3768, -0.1517], [-1.9248, 1.3675, -1.2126], [-1.2487, 2.7921, -0.7386], [0.0205, 2.9653, -1.5079], [0.6910, 4.2781, -1.2679], [0.9208, 4.6743, 0.2758], [1.3915, 3.4680, 1.2345], [-0.2489, 5.4139, 0.7688], [0.9350, -3.2420, -1.1957], [2.2536, -3.2764, -0.3913], [1.4075, -2.8805, -2.8438], [0.1624, -4.8039, -1.3232], [-1.4669, -5.9934, 1.6043], [-2.8041, -3.1148, -1.6260], [-3.4849, -2.1707, -0.1885], [-1.0158, -1.1087, -2.3433], [1.3110, 0.4375, -1.6486], [2.0563, -0.5787, -0.2709], [0.9359, 0.9306, 0.1842], [-0.3874, -0.6557, 2.1199], [-0.3623, -2.9684, 3.1201], [0.2523, -3.6540, 1.5343], [1.6843, -1.0294, 2.6360], [1.7894, -2.4625, 3.8174], [2.5643, -2.6366, 2.1177], [-1.4129, 1.0226, -2.1796], [-3.0267, 1.6460, -1.4911], [-1.1225, 2.7040, 0.3991], [-1.9530, 3.6926, -0.9306], [-0.1305, 2.7969, -2.5160], [1.7551, 4.1892, -1.7454], [0.1589, 5.1177, -1.8575], [1.7934, 5.4505, 0.2800], [2.0633, 3.8738, 2.0998], [2.0802, 2.7250, 0.6567], [0.5231, 2.9146, 1.7669], [-0.8547, 4.7572, 1.2118], [0.9437, -2.0383, -3.1201], [0.8973, -5.4289, -1.5388]],
  "forces_ev_per_angstrom": [[-1.1, 5.7, -2.9], [2.4, -5.3, 1.6], [-0.8, -1.7, 0.8], [-2.6, 3.4, 4.9], [0.2, -1.3, -1.0], [0.1, -0.5, -3.1], [0.7, 0.3, 3.4], [-0.3, -0.1, 0.3], [2.5, -1.0, -2.3], [-1.5, 1.7, 0.1], [-0.7, -0.9, -0.6], [-0.3, 0.9, 1.3], [1.1, -0.2, -0.8], [0.5, 0.3, -0.4], [0.8, 0.1, 0.4], [0.3, -1.7, 0.6], [2.5, -1.0, -1.0], [-2.7, -0.5, -1.4], [-1.4, 0.4, 1.5], [2.3, 1.8, -0.3], [-1.6, 2.1, -1.2], [0.3, 0.0, 1.7], [1.6, -0.8, -0.5], [0.2, -0.2, -0.3], [0.0, 0.0, 1.8], [-1.2, 1.2, -0.2], [0.5, -1.3, -1.3], [0.0, -0.9, -0.1], [0.8, 0.2, -1.7], [-0.1, 1.8, 0.3], [0.2, -2.0, 0.0], [-0.1, 0.3, -1.8], [-1.4, 0.8, 0.7], [-0.6, 0.3, 1.5], [1.8, -0.6, 0.3], [0.2, 0.1, -1.7], [0.7, -1.4, 0.3], [0.0, 0.3, 1.0], [-1.7, 0.2, 0.8], [0.7, -0.8, 1.3], [-1.6, -1.3, -0.1], [-1.3, -0.5, -1.5], [-1.6, 1.2, 0.9], [1.4, 0.8, -1.2], [1.0, 1.0, -0.8], [0.5, -1.4, 0.6], [-0.7, 0.5, 0.2]],
  "mulliken_charge": [-0.485, 0.096, -0.817, 0.750, -0.953, -0.504, -0.084, -0.800, -0.760, -0.550, 0.013, -0.071, -0.818, 0.118, -0.868, -0.575, 0.629, -0.624, -0.571, -0.476, 0.295, 0.367, 0.328, -0.050, 0.291, 0.507, -0.139, 0.188, 0.302, 0.015, 0.121, 0.313, 0.174, 0.207, 0.271, -0.051, 0.257, 0.240, 0.336, 0.303, 0.300, 0.346, 0.263, 0.175, 0.394, 0.297, 0.302]
}